99
Properties=species:S:1:pos:R:3:forces:R:3 method="wB97M-V/def2-TZVPD" e_homo_ev=-8.07 multiplicity=1 lumo_ev=0.4 orbital_gap_ev=8.457 smiles=CC1(C)CCCC(C)(C)N1O.CCO.CCO.CCO.CCO.CCO.CCO.CCO.CO
C -5.39245 3.09269 0.26052 1.0312 0.1778 -0.2816
C -3.88600 2.92804 -0.29869 -0.7719 0.7606 0.9449
C -3.96601 2.93668 -1.84802 -0.9489 -1.6507 1.1195
C -3.01352 4.17743 0.01595 -0.6055 0.0988 0.0339
C -2.47480 4.24624 1.38840 -0.1199 0.1964 1.3115
C -1.63719 3.04981 1.67530 0.5453 -0.4150 -0.1195
C -2.37121 1.71345 1.52454 -0.2912 -0.6939 -0.4600
C -1.26797 0.58762 1.31535 -1.3734 1.0922 0.1850
C -3.26720 1.46309 2.76768 -0.0984 -0.8594 -0.8974
N -3.21923 1.73085 0.27076 1.6555 1.5471 0.1713
O -3.85925 0.49818 0.06061 -0.0808 0.3746 -0.2209
H -5.48304 3.19490 1.34194 0.4920 0.0684 0.1121
H -5.83441 3.99685 -0.15813 -0.0300 0.0102 -0.1667
H -6.04394 2.25167 0.02312 0.2842 -0.1389 -0.3589
H -4.49877 3.82254 -2.19372 0.4070 0.1187 -0.0230
H -3.01028 2.73299 -2.33093 -0.0768 0.2919 0.0661
H -4.63960 2.09812 -2.02466 -0.0057 -0.1625 -0.7398
H -2.15460 4.22696 -0.65330 -0.1499 -0.1184 -0.3614
H -3.60027 5.08955 -0.09300 -0.2754 -0.1143 -0.6625
H -1.88916 5.15115 1.55049 0.1260 0.1081 -0.1944
H -3.27290 4.31918 2.12721 -0.2853 -0.0642 0.0809
H -1.19670 3.16352 2.66583 -0.0117 -0.4560 0.1847
H -0.79723 3.04018 0.98068 0.1442 0.0577 -0.1785
H -0.48248 0.73442 2.05667 -0.0141 -0.3193 0.0715
H -0.83608 0.69888 0.32077 0.0273 0.0967 -0.0650
H -1.74631 -0.39026 1.37052 0.2197 -0.0860 0.2245
H -2.71767 1.39568 3.70661 0.0018 0.6839 0.0514
H -3.76359 0.49468 2.70525 0.0795 -0.2546 -0.3498
H -4.10694 2.15631 2.71897 0.3280 0.3644 0.6378
H -3.33477 0.21405 -0.69157 -0.2485 -0.6861 -0.2192
C 5.21577 1.59554 -1.97041 -0.3184 -0.3907 -1.4069
C 4.78841 3.04060 -1.76990 1.0181 -0.2020 1.0785
O 5.00819 3.37540 -0.41691 0.2515 0.8538 0.2238
H 5.18018 1.37285 -3.03682 -0.1948 -0.1497 -0.2904
H 4.58411 0.85095 -1.48597 -0.1484 0.2314 0.2542
H 6.25233 1.37417 -1.71616 -0.0155 0.4932 0.4321
H 3.76103 3.30067 -2.02469 -0.2359 -0.4736 -0.4181
H 5.45066 3.70211 -2.32841 -0.0747 -0.0124 -0.2312
H 4.54849 2.73014 0.12523 -0.1996 -0.3737 0.3132
C 1.72413 -1.08780 -0.64217 -0.3141 0.9078 1.0152
C 1.52617 -1.47283 0.82998 0.1750 -0.7278 -0.2697
O 2.25228 -0.64561 1.73178 0.2126 -0.0139 -1.0518
H 1.64827 -0.00231 -0.70575 -0.1534 0.1409 -0.2360
H 0.90724 -1.51279 -1.22541 0.2401 -0.0613 -0.1460
H 2.71131 -1.33978 -1.02956 -0.0877 -0.3126 0.0683
H 1.85188 -2.51079 0.89831 0.2070 -0.1438 0.3849
H 0.48041 -1.48492 1.13717 -0.2088 0.2407 -0.3251
H 1.98043 -0.83456 2.63288 -0.1511 -0.1201 0.5535
C 3.26698 -1.02002 -4.15576 -0.6559 0.5205 -0.0311
C 2.00157 -1.89794 -4.32321 1.1815 0.6982 0.0232
O 0.94262 -1.15264 -4.94722 0.4864 -0.2231 -0.1047
H 3.56791 -0.53556 -5.08464 -0.0814 -0.2917 -0.2381
H 4.13494 -1.54149 -3.75225 -0.2158 -0.3587 -0.0512
H 3.08479 -0.18696 -3.47684 -0.2144 -0.0343 0.1868
H 1.67488 -2.21623 -3.33323 -0.0189 -0.3286 -0.0861
H 2.27903 -2.73337 -4.96599 -0.2128 -0.2480 0.1727
H 0.39840 -1.78786 -5.41830 -0.1777 0.1243 -0.0340
C -0.08367 3.03753 -2.38596 1.2445 -1.1030 0.7134
C 0.70158 1.86179 -3.00518 -0.7277 0.2494 -2.5507
O -0.10981 0.74524 -3.29875 -1.4524 -0.1904 1.5268
H -0.96385 3.40287 -2.91502 0.2003 -0.4401 -0.2924
H 0.64716 3.84351 -2.31968 -0.1316 0.2446 0.1863
H -0.35840 2.73130 -1.37658 -0.2687 0.2812 0.1496
H 1.62777 1.53369 -2.53334 -0.0546 0.4577 0.7737
H 0.97556 2.17997 -4.01106 0.7080 0.6384 -0.0594
H 0.26227 0.15263 -3.95600 0.4482 -0.0286 -0.2290
C 1.91941 -5.57008 1.05358 0.2271 -0.4232 0.5091
C 0.82211 -6.67126 1.01394 0.3202 2.0459 -0.6680
O 1.41647 -7.93936 1.13029 -0.0794 -0.1356 0.0816
H 2.68738 -5.79171 0.31251 -0.0421 -0.1345 -0.0733
H 2.43455 -5.49065 2.01090 0.0017 -0.5041 0.2188
H 1.63178 -4.53085 0.89427 -0.7714 -0.2723 -0.3345
H 0.32879 -6.54444 0.05027 -0.0300 -0.2383 -0.3095
H 0.00770 -6.49503 1.71665 0.2169 -0.0513 0.5029
H 0.73005 -8.54679 0.84489 0.1635 -0.3692 0.0825
C -0.80002 -1.33089 4.29714 -0.4921 -0.7309 0.2875
C 0.46590 -1.57924 5.12396 -0.4798 0.6501 0.4365
O 1.61856 -1.14399 4.42056 0.1913 -0.1510 -0.6224
H -0.85726 -1.99261 3.43287 0.4763 0.1630 -0.3171
H -1.06167 -0.31839 3.98975 0.7607 0.0881 0.0751
H -1.69343 -1.64917 4.83437 0.1184 -0.0806 0.5729
H 0.55484 -2.61873 5.43966 -0.1000 -0.3103 -0.4675
H 0.48517 -1.03380 6.06747 -0.5856 0.2808 0.1039
H 2.39137 -1.33204 4.95815 0.1208 0.0283 -0.0257
C -1.30191 -3.22395 -0.57061 -1.0844 0.3974 1.0430
C -2.38618 -3.89805 0.37677 1.7106 -0.8197 -2.4305
O -2.11393 -5.32974 0.23088 -0.5709 0.5172 1.0310
H -1.50438 -3.32329 -1.63702 -0.3832 -0.4709 0.0362
H -0.32059 -3.66153 -0.38725 -0.0499 0.1494 0.2267
H -1.30070 -2.14387 -0.42389 0.3002 0.1389 0.2326
H -3.38723 -3.63771 0.03294 -0.0911 -0.0795 0.1013
H -2.29434 -3.63852 1.43143 0.2570 -0.1175 -0.1562
H -2.42896 -5.66171 -0.61301 -0.1443 0.3208 -0.0942
C 2.13487 2.54015 0.88374 0.1793 -0.1455 0.3074
O 3.30109 1.69179 0.99670 -0.7829 1.5941 -0.4292
H 1.99639 3.19313 1.74545 0.3236 -0.0679 0.3397
H 2.18893 3.22017 0.03358 0.2420 -0.2727 -0.2714
H 1.21714 1.95502 0.82462 0.0745 -0.1898 -0.2342
H 2.96063 0.81419 1.18513 -0.0098 -0.6923 0.3435

---

129
Properties=species:S:1:pos:R:3:forces:R:3 method="wB97M-V/def2-TZVPD" e_homo_ev=-11.19 multiplicity=1 lumo_ev=-9.1 total_charge=+1 orbital_gap_ev=2.124
C 8.93316 11.96902 7.13228 0.9101 -0.9764 -0.5629
C 9.24764 10.54862 7.63864 1.5707 0.7132 -0.0635
C 10.56456 10.53921 8.56326 -1.4959 1.0688 -1.3660
O 11.69704 11.27232 8.09094 -1.5204 -0.6758 0.5247
C 11.82757 12.48581 8.78693 1.2050 0.2792 -0.2340
N 8.14340 9.89481 8.36907 0.7719 2.1282 0.2119
H 8.10326 10.16795 9.37664 0.0666 -0.3755 -1.2543
H 14.42624 14.84661 5.47902 -2.5577 1.1690 -1.8485
H 8.28554 8.92768 8.27478 -0.1487 -1.5009 0.2630
H 9.65657 12.36727 6.39414 -0.1044 -0.5813 0.3857
H 8.82007 12.73638 7.85494 -0.3686 0.5012 1.0330
H 8.03252 11.77515 6.62017 -1.3526 0.5339 -0.6918
H 9.45790 9.98544 6.68915 -0.2207 0.0653 1.0513
H 10.76138 9.52642 8.70127 1.0058 -1.7874 0.2509
H 10.22337 10.94710 9.49579 -0.0180 0.2589 0.6738
H 10.92312 12.92810 9.22061 -0.0002 -0.3957 -0.1910
H 12.23962 13.15796 8.05405 0.1648 0.6783 -0.0334
H 12.58076 12.35790 9.59911 -0.2045 0.0780 -0.0792
C 14.52158 9.85223 12.07903 1.7904 1.1694 0.7151
C 15.80662 9.50780 12.90913 -1.8404 -0.4342 0.7645
C 15.85998 8.00151 13.16480 -0.8530 -0.1136 -2.3325
O 16.87146 7.67925 13.99582 1.3087 -1.0046 1.1204
C 16.85863 6.32092 14.52517 -0.6572 2.5092 0.0668
N 17.02725 10.05898 12.28316 0.8177 -0.2559 0.2315
H 16.79949 11.05550 12.13705 0.2562 0.3027 0.0366
H 17.89562 9.95321 12.89321 -1.4165 -0.0160 -1.0553
H 17.18003 9.60812 11.37213 0.4881 -0.0254 0.1848
H 13.68694 9.29684 12.51679 0.0075 0.6243 -0.1607
H 14.69545 9.56221 11.07087 -0.0923 -0.7176 -1.0895
H 14.47155 10.97392 12.02728 -0.6987 -1.1860 0.4838
H 15.68134 10.04426 13.85307 0.2319 -0.2773 0.0446
H 15.94386 7.43601 12.17130 -0.0429 0.6612 0.7870
H 14.88650 7.72074 13.56022 -0.3230 0.0002 0.2694
H 15.96982 6.14584 15.10301 -0.4782 0.0562 0.3872
H 17.71445 6.34069 15.11530 1.2994 -0.3624 1.3425
H 16.96339 5.56624 13.81888 0.1139 -1.1206 -1.8192
C 13.89632 16.06069 18.76354 0.2172 0.4747 0.9279
C 12.58064 15.50520 18.29420 -1.2128 0.2658 0.6829
C 12.11422 16.05872 16.96199 0.4822 0.5569 0.3454
O 10.87599 15.40503 16.69707 0.8785 1.3970 0.3110
C 10.70159 15.29956 15.31690 -1.4725 0.4738 -1.5422
N 12.60278 14.00890 18.09900 1.7307 0.1640 1.8737
H 11.73121 13.68716 17.72973 -0.9604 -0.3533 -0.0397
H 13.33507 13.70042 17.41411 -0.0454 0.2115 0.1368
H 12.88834 13.49484 18.98443 -0.7913 0.6110 -1.2803
H 14.54437 16.07329 17.87431 0.3904 0.3168 0.7087
H 14.32615 15.47206 19.60796 -0.1161 0.1024 -0.8739
H 13.74204 17.07446 19.25689 0.2315 -1.0413 -1.1748
H 11.80478 15.73586 19.04308 0.1459 -0.4143 -0.2317
H 12.91551 15.77837 16.23887 -0.6372 0.1074 -0.0856
H 12.06286 17.19821 16.96497 -0.2102 -1.3986 0.0535
H 9.69356 14.89792 15.15143 0.3299 -0.2306 0.0961
H 11.45164 14.59172 14.97768 0.0834 0.0874 -0.7779
H 10.66605 16.28088 14.71128 0.6483 -1.1808 1.1763
C 14.52718 9.41896 7.23608 0.0336 -2.6364 -1.7621
C 15.19728 9.71206 5.91417 -0.2373 0.9665 -1.4862
C 14.60634 11.03937 5.26798 1.7030 -1.4981 0.9394
O 15.70751 11.58949 4.56288 -1.9895 0.7566 -0.8022
C 15.13911 12.26143 3.41163 1.8826 -0.7769 -1.4300
N 16.70544 9.80088 6.08919 -0.9758 1.3031 -0.7759
H 17.00492 10.70713 6.45400 0.0764 -0.2424 0.2769
H 16.96858 9.05269 6.69537 0.7350 -0.8061 0.8815
H 17.17999 9.69188 5.19921 0.1042 -0.0292 -0.1418
H 14.57810 10.15399 7.99879 -0.0117 1.0236 0.4401
H 14.94130 8.47797 7.60845 -0.0793 0.1562 0.3248
H 13.51603 9.16837 6.91817 -0.3775 0.3608 0.6218
H 15.14275 8.93777 5.09040 -0.5085 0.3648 1.4290
H 14.19821 11.68225 6.05475 0.2203 0.3014 -0.0761
H 13.81014 10.81430 4.56276 -0.1937 -0.3609 0.1633
H 14.61422 11.56356 2.69954 0.6330 0.2112 0.8195
H 16.04984 12.63744 2.89800 -0.9447 0.2024 0.0895
H 14.41038 13.02338 3.62601 0.0010 0.5383 0.5876
C 20.89031 11.12738 10.83275 0.1145 1.7231 0.2710
C 21.48562 11.39705 9.44326 3.3022 -2.2558 1.1796
O 22.71168 11.16720 9.18917 -3.6886 0.9318 0.8168
N 20.59851 11.57983 8.44403 1.0575 1.2540 -3.1213
H 19.91035 12.31017 8.51609 -0.4463 -0.1822 0.9882
H 19.12654 15.69963 6.14864 -0.8542 -0.9736 1.0685
C 21.14899 11.68072 7.06112 -1.5530 -1.3571 -0.6297
H 19.76384 11.05133 10.78756 1.2795 0.0743 0.0225
H 21.20664 11.95707 11.54382 -0.5153 -1.0839 -0.8814
H 21.35548 10.20870 11.17709 -0.1812 -0.1410 -0.0030
H 20.66742 12.47414 6.53370 -0.2883 0.9002 -0.0928
H 20.91397 10.80920 6.42621 -0.5089 -0.2749 0.6860
H 22.18245 11.71687 6.87520 1.4850 0.5629 0.9107
C 16.81108 14.71094 11.31424 0.8708 0.3309 0.4156
C 16.66726 13.57026 12.33918 0.6365 0.6880 -2.2549
O 15.88141 12.63094 12.18542 -1.3542 -0.7675 -0.7941
N 17.51176 13.53795 13.31618 3.1630 1.7551 3.0474
H 15.56256 14.52924 5.96888 2.9409 -0.4237 0.8489
H 18.33048 14.28305 13.33766 -2.1774 -1.9428 -0.1232
C 17.36178 12.60896 14.48550 2.2530 1.0839 -0.5913
H 17.77808 14.69826 10.74786 -0.7320 -0.3645 0.9037
H 16.79468 15.67305 11.85136 -0.0015 -0.3062 -0.2949
H 16.04460 14.71255 10.56435 -0.6490 -0.2421 -0.0528
H 17.74265 13.06026 15.41027 -0.0168 0.1589 -0.5015
H 17.92346 11.69832 14.34090 0.4717 -0.2259 -0.1716
H 16.38781 12.31591 14.65773 -2.3384 -0.2399 0.0707
As 18.69839 8.35798 8.72400 2.4016 -2.4994 -0.7870
F 20.32883 8.81829 9.03412 -0.4399 0.1694 -0.0893
F 19.19962 6.66215 8.60222 -0.6966 1.2077 1.1548
F 17.08924 7.84449 8.26448 -0.4433 0.2215 0.5435
F 18.09216 9.98766 8.70124 -0.1310 0.4919 -0.3583
F 19.05032 8.34746 6.98243 -0.4881 1.1338 0.2456
F 18.43638 8.42189 10.47442 -0.5343 -0.6139 -0.7629
As 13.81567 11.07097 16.84598 0.9137 0.0889 -2.0757
F 13.53584 11.25842 18.56226 0.0624 0.1471 -0.7720
F 13.29313 9.44523 16.78940 0.0817 0.1407 0.3475
F 14.20348 10.98386 15.07134 -0.8422 0.4092 1.2597
F 14.42940 12.82536 16.76452 -0.5971 -0.8919 -0.0795
F 15.47447 10.67776 17.05217 -0.1186 -0.2205 0.6134
F 12.17989 11.61560 16.48902 0.8750 0.2615 0.2812
As 20.96444 14.98262 11.78580 -0.9392 -0.4505 1.6422
F 19.41609 15.47766 12.38066 -0.4175 1.0250 0.5984
F 20.90975 16.30783 10.66074 0.0311 -0.0936 -0.0525
F 22.30730 14.34526 11.03508 1.1567 -0.7498 -0.5714
F 20.83546 13.73123 13.02798 0.1721 -0.1898 -0.8737
F 19.93901 14.00212 10.64383 0.5974 0.2811 0.0177
F 21.92793 15.85513 12.93704 -0.6866 0.1411 -0.7606
O 14.68433 14.44266 6.27060 -0.3131 -0.8227 1.1543
C 15.91090 16.00838 14.56400 -2.8255 1.5996 -1.8779
O 16.82289 15.82640 15.25395 -0.4521 -0.2071 -0.3345
O 14.95904 16.29790 13.87677 3.2570 -1.3711 2.3317
H 15.30493 12.57320 8.61416 -0.0428 0.1577 0.3085
O 19.77640 16.01663 8.26061 2.4335 -0.1024 0.2452
C 18.56765 15.68182 7.98131 -2.3014 0.2240 1.2334
O 18.43000 15.26376 6.72522 0.6155 0.6894 -2.2395
O 17.59430 15.76173 8.70522 0.7172 -0.5837 -0.4230
H 20.15815 15.72307 9.12649 -0.6923 0.7497 -0.0887